An isolated molecule of C20H27FN4O3. Source: OMol25; level of theory: the ωB97M-V functional and the def2-TZVPD basis.

```
! RIJCOSX wB97M-V def2-TZVPD def2/J DEFGRID3
* xyz 0 1
O -1.140 -1.087 -1.220
C -0.806 -0.261 -0.388
C -0.098 1.035 -0.749
C 1.256 1.189 -0.017
C 1.053 2.173 1.126
O 0.263 1.923 2.024
N 1.758 3.312 1.112
C 2.757 3.626 0.121
C 3.361 2.316 -0.371
N 2.295 1.548 -0.970
C 2.744 0.415 -1.775
C 3.376 -0.698 -0.976
C 4.721 -0.658 -0.625
C 5.277 -1.641 0.174
C 4.498 -2.683 0.646
C 3.164 -2.720 0.284
F 2.394 -3.734 0.733
C 2.591 -1.752 -0.520
N -0.989 -0.413 0.933
C -1.713 -1.527 1.488
C -2.893 -1.080 2.355
C -3.759 -0.004 1.685
N -4.036 -0.266 0.299
C -4.791 -1.409 -0.161
C -4.459 -1.459 -1.655
C -4.177 0.001 -2.000
C -3.693 0.588 -0.687
O -3.124 1.648 -0.526
H -0.776 1.852 -0.496
H 0.062 1.061 -1.825
H 1.503 0.233 0.483
H 1.560 3.976 1.846
H 3.522 4.262 0.572
H 2.305 4.156 -0.726
H 4.116 2.522 -1.133
H 3.845 1.799 0.477
H 1.877 0.025 -2.310
H 3.455 0.807 -2.507
H 5.344 0.146 -0.992
H 6.324 -1.598 0.433
H 4.907 -3.458 1.274
H 1.550 -1.835 -0.795
H -0.713 0.348 1.551
H -1.039 -2.147 2.092
H -2.056 -2.122 0.638
H -2.521 -0.666 3.294
H -3.496 -1.959 2.594
H -3.237 0.957 1.703
H -4.700 0.099 2.241
H -5.865 -1.246 0.011
H -4.492 -2.317 0.366
H -3.549 -2.039 -1.808
H -5.264 -1.893 -2.245
H -5.078 0.537 -2.306
H -3.420 0.121 -2.772
*
```

Properties
Kohn-Sham gap in Eh: 0.352
SMILES: O=C(C[C@@H]1C(=O)NCCN1Cc1cccc(F)c1)NCCCN1CCCC1=O
Energy in hartree: -1323.00417

A structure of composition C20H27HgN2OS5. Source: OMol25; level of theory: the ωB97M-V functional and the def2-TZVPD basis.

```
! RIJCOSX wB97M-V def2-TZVPD def2/J DEFGRID3
* xyz -1 1
Hg -0.693 -0.367 0.137
C -2.738 -2.304 1.769
C -3.586 -2.157 0.516
S -2.672 -1.282 -0.785
C -2.117 -2.658 -1.839
C -0.892 -3.370 -1.283
S 0.436 -2.179 -0.923
C 1.171 -3.008 0.519
C 2.064 -2.043 1.283
S 1.247 -0.435 1.491
C 0.634 -0.548 3.201
C -0.651 -1.356 3.314
S -1.908 -0.732 2.154
H -1.992 -3.088 1.617
H -3.364 -2.601 2.617
H -4.478 -1.562 0.744
H -3.939 -3.132 0.166
H -1.883 -2.238 -2.824
H -2.940 -3.365 -1.990
H -0.520 -4.094 -2.015
H -1.166 -3.930 -0.384
H 1.752 -3.874 0.184
H 0.380 -3.375 1.178
H 2.985 -1.868 0.716
H 2.361 -2.465 2.248
H 0.457 0.475 3.551
H 1.412 -0.967 3.847
H -1.049 -1.280 4.331
H -0.441 -2.413 3.127
O 0.701 0.253 -1.132
N 1.671 0.693 -2.016
C 1.785 2.036 -2.289
C 2.806 2.479 -3.217
C 3.623 1.575 -3.794
C 3.476 0.158 -3.484
C 2.517 -0.220 -2.618
H 1.098 2.707 -1.792
H 2.883 3.537 -3.421
H 4.394 1.873 -4.491
H 4.132 -0.563 -3.949
H 2.349 -1.253 -2.339
S -1.062 3.083 3.115
C -1.044 1.478 2.521
N -0.804 1.330 1.239
C -0.616 2.574 0.659
C -0.336 2.819 -0.701
C -0.169 4.132 -1.154
C -0.276 5.201 -0.269
C -0.552 4.986 1.085
C -0.719 3.664 1.529
H -1.223 0.634 3.174
H -0.254 1.982 -1.388
H 0.047 4.315 -2.204
H -0.143 6.217 -0.634
H -0.635 5.821 1.774
H -1.518 0.709 -0.869
*
```

Properties
Kohn-Sham gap (alpha / beta) in Eh: 0.112 / 0.109
Energy in hartree: -3106.84762

A structure of composition C20H27MnN7O2. Source: OMol25; level of theory: the ωB97M-V functional and the def2-TZVPD basis.

```
! RIJCOSX wB97M-V def2-TZVPD def2/J DEFGRID3
* xyz 4 4
N 1.524 0.319 -1.567
C 2.293 -0.370 -2.124
C 3.295 -1.140 -2.816
H 3.970 -1.634 -2.097
H 3.887 -0.459 -3.447
H 2.843 -1.916 -3.458
N -1.388 2.597 -1.384
C -2.128 3.302 -1.942
C -2.977 4.252 -2.619
H -2.377 4.844 -3.324
H -3.435 4.931 -1.886
H -3.774 3.739 -3.175
N -0.171 1.225 1.835
C -0.253 0.989 2.972
C -0.306 0.779 4.402
H -1.337 0.579 4.738
H 0.061 1.689 4.902
H 0.331 -0.070 4.704
Mn -0.318 0.938 -0.411
C -2.330 0.686 0.336
O -3.451 0.736 0.651
C -1.058 0.008 -2.218
O -1.502 -0.294 -3.240
C 2.472 3.092 -1.188
C 2.920 2.504 -0.006
C 2.312 2.829 1.205
C 1.258 3.740 1.233
C 0.810 4.329 0.051
C 1.418 4.004 -1.161
H 2.971 2.854 -2.130
H 3.763 1.810 -0.034
H 2.674 2.394 2.140
H 0.804 4.010 2.189
H 0.006 5.067 0.072
H 1.086 4.490 -2.080
C 0.565 -2.330 -0.470
N -0.562 -1.584 0.140
C -0.490 -1.772 1.608
N -0.565 -3.197 2.004
C 0.561 -3.910 1.334
N 0.530 -3.774 -0.150
C -0.776 -4.307 -0.624
N -1.960 -3.633 -0.020
C -1.833 -2.166 -0.351
C -1.835 -3.747 1.460
H 1.508 -1.938 -0.079
H 0.549 -2.218 -1.559
H -1.306 -1.235 2.101
H 0.468 -1.390 1.972
H 0.494 -4.982 1.587
H 1.499 -3.469 1.693
H -0.808 -4.139 -1.708
H -0.821 -5.377 -0.368
H -2.682 -1.644 0.105
H -1.895 -2.062 -1.440
H -1.888 -4.813 1.729
H -2.648 -3.165 1.913
*
```

Properties
Kohn-Sham gap (alpha / beta) in Eh: 0.162 / 0.152
Energy in hartree: -2461.29148

A structure of composition C20H27MoN3O2SSi2. Source: OMol25; level of theory: the ωB97M-V functional and the def2-TZVPD basis.

```
! RIJCOSX wB97M-V def2-TZVPD def2/J DEFGRID3
* xyz 2 1
Mo -0.206 -0.439 -0.881
C 4.439 -1.288 -0.756
Si 2.791 -2.091 -0.530
C 2.189 -2.989 -2.036
C 2.592 -3.102 1.009
N 1.611 -0.655 -0.393
C 1.664 0.412 0.460
C 2.389 0.452 1.681
C 2.358 1.581 2.437
C 1.579 2.708 2.053
C 0.835 2.697 0.916
C 0.868 1.555 0.071
N 0.162 1.409 -1.089
Si -0.598 2.738 -2.150
C 0.798 3.906 -2.471
C -1.148 1.815 -3.660
C -2.028 3.426 -1.196
H 5.200 -2.064 -0.870
H 4.731 -0.672 0.096
H 4.463 -0.669 -1.654
H 1.209 -3.448 -1.887
H 2.889 -3.798 -2.257
H 2.158 -2.341 -2.915
H 3.086 -4.065 0.856
H 1.540 -3.302 1.220
H 3.043 -2.648 1.892
H 2.967 -0.409 1.984
H 2.929 1.626 3.355
H 1.577 3.585 2.686
H 0.227 3.546 0.639
H 1.623 3.411 -2.986
H 1.186 4.369 -1.564
H 0.442 4.711 -3.120
H -1.510 2.540 -4.394
H -1.976 1.133 -3.458
H -0.328 1.266 -4.128
H -2.622 4.058 -1.861
H -1.731 4.045 -0.348
H -2.678 2.629 -0.831
O -0.717 -1.633 0.707
C -1.778 -0.938 0.974
O -1.879 0.082 0.181
C -2.709 -1.248 2.012
C -3.820 -0.418 2.213
C -4.713 -0.721 3.219
C -4.499 -1.843 4.016
C -3.396 -2.670 3.817
C -2.495 -2.378 2.815
H -3.968 0.448 1.582
H -5.576 -0.093 3.389
H -5.203 -2.077 4.803
H -3.249 -3.537 4.446
H -1.633 -3.008 2.643
S -1.406 -2.508 -4.794
C -1.003 -1.827 -3.497
N -0.676 -1.271 -2.445
*
```

Properties
Kohn-Sham gap in Eh: 0.245
Energy in hartree: -2138.05175

A cluster of 2 separate species, C20H27N2O in total. Source: OMol25; level of theory: the ωB97M-V functional and the def2-TZVPD basis.

```
! RIJCOSX wB97M-V def2-TZVPD def2/J DEFGRID3
* xyz 1 1
C 2.265 -2.032 -1.017
C 2.804 -0.867 -0.243
C 1.871 0.133 0.311
C 1.477 0.222 1.682
C 1.957 -0.812 2.663
C 0.574 1.197 2.111
C -0.033 2.109 1.241
C -0.972 3.168 1.770
C 0.249 1.935 -0.119
C 1.189 1.002 -0.576
C 1.361 0.820 -2.053
H 2.489 -2.968 -0.470
H 1.186 -1.994 -1.282
H 2.861 -2.080 -1.935
H 3.626 -1.158 0.439
H 1.708 -0.443 3.666
H 1.458 -1.795 2.556
H 3.045 -0.947 2.582
H 0.347 1.219 3.175
H -1.307 3.839 0.974
H -1.878 2.737 2.218
H -0.525 3.805 2.548
H -0.273 2.535 -0.873
H 1.033 1.748 -2.541
H 2.406 0.609 -2.319
H 0.713 0.005 -2.425
C 9.564 0.606 -5.473
C 8.175 0.219 -4.950
N 7.736 0.947 -3.777
C 6.645 0.485 -3.017
C 5.841 -0.589 -3.450
C 4.705 -0.982 -2.708
N 4.303 -0.443 -1.515
C 5.047 0.618 -1.105
C 6.217 1.061 -1.775
C 8.141 2.354 -3.680
C 9.488 2.702 -4.319
O 9.722 2.032 -5.552
H 10.387 0.161 -4.860
H 9.694 0.314 -6.533
H 7.491 0.389 -5.795
H 8.187 -0.861 -4.786
H 5.999 -1.103 -4.409
H 4.055 -1.782 -3.124
H 4.630 1.105 -0.201
H 6.761 1.896 -1.302
H 7.416 3.025 -4.188
H 8.170 2.658 -2.627
H 9.498 3.754 -4.638
H 10.315 2.511 -3.607
*
```

Properties
Kohn-Sham gap in Eh: 0.300
Energy in hartree: -962.74873
Energy above the lowest of the compared OMol25 structures with the same formula, charge and spin in eV: 2.4922

A structure of composition C20H27N3O2. Source: OMol25; level of theory: the ωB97M-V functional and the def2-TZVPD basis.

```
! RIJCOSX wB97M-V def2-TZVPD def2/J DEFGRID3
* xyz 0 1
C -3.593 -4.432 -0.741
H -2.467 -4.735 -0.615
H -4.125 -5.208 -0.707
H -3.653 -4.151 -1.891
C -4.080 -3.477 -0.068
N -3.533 -2.121 -0.202
C -4.184 -1.008 0.545
H -5.134 -1.112 0.559
C -4.189 0.329 -0.694
N -4.221 1.514 0.123
H -5.279 1.894 0.450
C -3.896 2.804 -0.728
C -2.241 2.484 -0.861
O -1.648 3.243 -1.646
N -1.717 2.018 0.187
C -0.459 1.601 0.650
C -0.066 0.748 1.733
C 1.136 0.391 2.002
C 2.294 0.803 0.940
C 1.885 1.490 -0.020
C 0.590 1.902 -0.468
H 0.305 2.577 -1.108
H 2.701 1.777 -0.781
O 3.386 0.303 1.494
C 4.274 -0.050 0.094
C 3.894 -0.840 -0.817
C 4.724 -1.553 -1.726
C 6.113 -1.086 -1.543
C 6.458 -0.658 -0.253
C 5.680 -0.148 0.628
H 6.000 0.491 1.406
H 7.567 -0.555 -0.315
H 6.805 -1.604 -2.212
H 4.323 -1.992 -2.631
H 2.715 -1.036 -0.965
H 1.443 0.086 2.851
H -0.863 0.715 2.221
H -2.394 1.706 1.245
H -4.076 3.667 -0.070
H -4.325 2.906 -1.546
H -3.117 0.254 -0.994
H -5.080 0.228 -1.092
H -3.654 -0.604 1.314
C -2.076 -2.164 -0.138
C -1.531 -2.373 1.113
H -1.718 -1.934 1.987
H -1.494 -3.602 1.420
H -0.226 -2.380 1.218
H -1.613 -2.591 -1.049
H -1.823 -0.945 -0.354
H -3.917 -3.535 1.091
H -5.158 -3.122 -0.109
*
```

Properties
Kohn-Sham gap in Eh: 0.273
Energy in hartree: -1092.32971
Energy above the lowest of the compared OMol25 structures with the same formula, charge and spin in eV: 21.5182